1 | {
  "formula": "C9H14",
  "method": "ωB97M-V/def2-TZVPD",
  "homo_lumo_gap_ev": 10.1,
  "spin_multiplicity": 1,
  "lumo_ev": 1.049,
  "symbols": ["H", "C", "H", "H", "H", "C", "H", "H", "C", "C", "H", "H", "C", "H", "H", "H", "C", "C", "H", "C", "C", "H", "H"],
  "positions_angstrom": [[-1.458, -2.357, 0.160], [-1.015, 2.146, -1.278], [-2.036, 2.525, -1.355], [-0.873, 3.459, 0.429], [2.813, -0.254, -0.925], [0.912, -0.763, -1.642], [-1.040, -1.555, -2.114], [1.990, -0.257, 1.526], [1.808, -0.525, -0.623], [-0.192, -1.658, 2.393], [-0.439, 2.447, -2.152], [1.182, -0.485, -2.649], [1.450, -0.730, 0.713], [-1.065, 1.056, -1.322], [-0.824, 1.834, 0.869], [0.639, 2.495, 0.068], [0.271, -1.411, 0.975], [-0.261, -1.461, -1.372], [0.544, -1.332, 3.125], [-0.510, -1.889, -0.077], [-0.445, 2.517, 0.106], [-1.099, -1.081, 2.608], [-0.352, -2.722, 2.537]],
  "nbo_charge": [0.208, -0.612, 0.198, 0.200, 0.212, -0.233, 0.214, 0.214, -0.197, -0.632, 0.203, 0.215, -0.229, 0.209, 0.202, 0.208, 0.001, -0.201, 0.213, -0.224, -0.609, 0.218, 0.220]
}

---

2 | {
  "formula": "C9H14",
  "method": "ωB97M-V/def2-TZVPD",
  "homo_lumo_gap_ev": 10.1,
  "spin_multiplicity": 1,
  "lumo_ev": 1.037,
  "symbols": ["H", "H", "C", "H", "C", "C", "H", "C", "C", "C", "H", "H", "H", "H", "H", "C", "H", "H", "H", "H", "C", "H", "C"],
  "positions_angstrom": [[1.182, 0.269, -1.340], [-2.727, 1.190, 0.123], [-1.219, -3.209, 0.526], [-1.606, -3.416, 1.521], [3.259, 1.876, 0.402], [-1.944, 0.466, -0.085], [2.733, 1.040, -0.053], [0.085, -1.289, -0.386], [2.270, 3.087, 0.301], [-0.832, 0.922, -0.745], [3.468, 1.618, 1.439], [2.536, 3.532, -0.656], [0.962, -1.929, -0.387], [-0.213, -3.649, 0.493], [-3.007, -1.159, 0.880], [-1.102, -1.780, 0.137], [-1.715, -3.872, -0.186], [-0.588, 1.923, -1.061], [1.269, 2.701, 0.118], [2.350, 3.644, 1.225], [0.255, 0.010, -0.850], [4.196, 2.108, -0.095], [-2.125, -0.839, 0.343]],
  "nbo_charge": [0.210, 0.208, -0.636, 0.221, -0.604, -0.198, 0.201, -0.211, -0.616, -0.233, 0.201, 0.205, 0.202, 0.214, 0.212, -0.019, 0.225, 0.218, 0.201, 0.212, -0.203, 0.200, -0.212]
}

---

3 | {
  "formula": "C9H14",
  "method": "ωB97M-V/def2-TZVPD",
  "homo_lumo_gap_ev": 10.3,
  "spin_multiplicity": 1,
  "lumo_ev": 1.151,
  "symbols": ["C", "H", "H", "C", "H", "H", "H", "H", "C", "H", "H", "C", "H", "C", "H", "H", "H", "C", "C", "C", "H", "H", "C"],
  "positions_angstrom": [[1.252, 1.175, -0.560], [0.483, 2.330, 1.175], [-2.085, -1.038, -1.575], [-1.837, -1.091, -0.493], [-0.698, 0.639, -0.875], [-2.715, 0.108, 1.236], [3.048, -0.523, 0.672], [-0.142, 2.837, -0.451], [-0.085, -0.273, 0.901], [2.700, -1.451, -0.852], [1.191, 1.279, -1.650], [2.274, -1.103, 0.138], [-2.356, -1.919, -0.030], [-0.301, -1.323, -0.124], [2.111, -2.022, 0.695], [2.266, 1.447, -0.233], [-0.044, -0.291, 1.959], [1.024, -0.308, -0.103], [0.185, 1.996, 0.164], [-2.295, 0.284, 0.199], [-3.062, 0.760, -0.405], [-0.065, -2.366, 0.042], [-0.848, 0.853, 0.171]],
  "nbo_charge": [-0.410, 0.201, 0.200, -0.399, 0.187, 0.195, 0.207, 0.212, -0.291, 0.209, 0.207, -0.619, 0.210, -0.202, 0.212, 0.214, 0.215, 0.009, -0.387, -0.384, 0.210, 0.211, -0.207]
}

---

Of them, the most stable is 1 and the least stable is 3.

---

1 | {
  "formula": "C9H14",
  "method": "ωB97M-V/def2-TZVPD",
  "homo_lumo_gap_ev": 9.8,
  "spin_multiplicity": 1,
  "lumo_ev": 0.931,
  "symbols": ["H", "C", "H", "H", "H", "C", "C", "H", "H", "H", "C", "C", "H", "C", "H", "H", "C", "H", "H", "C", "H", "C", "H"],
  "positions_angstrom": [[-1.107, -0.292, -4.067], [-0.101, 0.890, 2.887], [-0.635, -2.664, 1.231], [-0.329, 0.090, 4.704], [1.736, -0.422, -2.881], [0.092, 2.041, 0.478], [-0.549, -1.655, 1.754], [-0.205, -0.733, -0.055], [0.135, 1.932, 3.316], [1.255, -1.065, -4.443], [-0.349, -0.215, 3.723], [-0.248, -0.524, 0.985], [-0.564, -1.553, -2.851], [1.042, -0.318, -3.737], [0.376, 1.868, -0.606], [1.520, 0.681, -4.148], [0.006, 0.829, 1.428], [-0.745, 0.073, -2.510], [-0.375, -2.271, 3.818], [-0.432, -0.470, -3.296], [0.857, 2.786, 0.727], [-0.471, -1.494, 3.181], [-0.907, 2.483, 0.363]],
  "nbo_charge": [0.204, -0.190, 0.223, 0.214, 0.205, -0.650, -0.218, 0.197, 0.203, 0.204, -0.236, -0.211, 0.195, -0.618, 0.225, 0.204, -0.021, 0.199, 0.203, -0.592, 0.226, -0.196, 0.228]
}

---

2 | {
  "formula": "C9H14",
  "method": "ωB97M-V/def2-TZVPD",
  "homo_lumo_gap_ev": 10.0,
  "spin_multiplicity": 1,
  "lumo_ev": 0.986,
  "symbols": ["H", "H", "H", "H", "H", "C", "C", "C", "H", "H", "C", "H", "C", "C", "C", "H", "C", "H", "H", "C", "H", "H", "H"],
  "positions_angstrom": [[-1.077, -2.772, 0.662], [3.227, 0.461, -1.777], [1.365, -2.953, 0.985], [1.845, 1.365, -2.240], [2.891, -1.501, -0.339], [-1.067, 2.281, 2.060], [1.329, -0.554, -1.417], [-2.209, 1.319, 1.861], [-1.010, 2.705, 3.063], [-1.969, -1.220, -1.002], [-0.047, -0.529, -1.643], [-2.705, 1.396, 0.894], [2.223, 0.347, -2.198], [-0.894, -1.315, -0.892], [0.970, -2.265, 0.250], [-1.121, 3.131, 1.382], [1.817, -1.456, -0.484], [-0.459, 0.162, -2.370], [2.370, 0.019, -3.229], [-0.398, -2.181, 0.064], [-1.964, 0.259, 1.945], [-0.082, 1.851, 1.864], [-3.038, 1.449, 2.561]],
  "nbo_charge": [0.212, 0.215, 0.212, 0.218, 0.208, -0.618, -0.007, -0.619, 0.206, 0.210, -0.221, 0.204, -0.635, -0.193, -0.202, 0.205, -0.219, 0.208, 0.221, -0.229, 0.209, 0.210, 0.204]
}

---

3 | {
  "formula": "C9H14",
  "method": "ωB97M-V/def2-TZVPD",
  "homo_lumo_gap_ev": 10.0,
  "spin_multiplicity": 1,
  "lumo_ev": 0.995,
  "symbols": ["H", "C", "C", "H", "C", "H", "H", "C", "C", "C", "H", "C", "H", "C", "C", "H", "H", "H", "H", "H", "H", "H", "H"],
  "positions_angstrom": [[-1.699, 3.712, -0.162], [0.997, -2.771, -1.099], [0.104, 1.705, 1.173], [1.265, -3.824, -1.102], [2.297, -1.977, -1.347], [2.100, -1.022, -1.798], [-2.447, 0.629, -0.779], [-1.828, 0.766, 0.100], [-1.031, 3.017, -0.674], [-1.819, -0.254, 1.070], [-0.905, -1.026, 2.825], [-0.908, 1.792, 0.203], [1.217, 0.346, 2.358], [-0.814, -0.347, 1.995], [0.254, 0.561, 1.931], [0.750, 2.563, 1.287], [-2.716, -0.861, 1.127], [-0.056, 3.475, -0.800], [0.525, -2.556, -0.148], [2.893, -2.512, -2.085], [-1.428, 2.806, -1.665], [2.885, -1.712, -0.468], [0.363, -2.509, -1.942]],
  "nbo_charge": [0.221, -0.609, -0.224, 0.199, -0.606, 0.199, 0.210, -0.223, -0.630, -0.204, 0.216, -0.002, 0.214, -0.238, -0.191, 0.209, 0.212, 0.212, 0.210, 0.199, 0.218, 0.202, 0.205]
}

---

4 | {
  "formula": "C9H14",
  "method": "ωB97M-V/def2-TZVPD",
  "homo_lumo_gap_ev": 10.2,
  "spin_multiplicity": 1,
  "lumo_ev": 1.087,
  "symbols": ["H", "C", "H", "H", "C", "H", "C", "H", "H", "C", "H", "H", "H", "H", "C", "C", "C", "H", "H", "C", "H", "C", "H"],
  "positions_angstrom": [[-0.210, 1.798, -1.822], [-0.809, -2.024, 0.276], [-1.945, 1.644, 0.864], [1.157, 0.545, -3.061], [0.107, 0.652, -2.195], [2.495, -0.801, 0.754], [0.398, -0.219, -1.003], [-1.837, -0.125, -0.563], [1.497, -0.773, -1.160], [-1.176, 2.360, 0.597], [0.898, 2.274, 0.347], [2.512, -1.177, 2.546], [-1.416, 3.468, 0.640], [0.330, -2.120, 0.317], [1.934, -0.993, 1.566], [-0.044, 1.737, 0.315], [0.748, -0.429, 1.476], [-0.957, 0.083, -2.899], [-0.102, -0.479, 2.207], [0.095, 0.241, 0.280], [-1.387, -2.175, 1.202], [-0.913, -0.683, -0.370], [-1.376, -2.806, -0.315]],
  "nbo_charge": [0.243, -0.642, 0.188, 0.220, -0.622, 0.182, -0.253, 0.233, 0.226, -0.397, 0.209, 0.222, 0.217, 0.252, -0.435, -0.155, -0.103, 0.207, 0.204, -0.205, 0.208, -0.212, 0.216]
}

---

Of them, the most stable is 2 and the least stable is 4.

---

1 | {
  "formula": "C9H14",
  "method": "ωB97M-V/def2-TZVPD",
  "homo_lumo_gap_ev": 10.0,
  "spin_multiplicity": 1,
  "lumo_ev": 0.989,
  "symbols": ["C", "H", "C", "H", "C", "H", "H", "H", "H", "C", "H", "H", "H", "C", "C", "H", "C", "C", "H", "H", "C", "H", "H"],
  "positions_angstrom": [[0.421, 1.030, 1.089], [-0.778, -0.701, 4.387], [-0.937, 0.722, 1.321], [-1.051, -2.695, -3.171], [-1.351, 0.298, 2.556], [-0.111, 2.199, -0.645], [1.551, -0.529, 3.908], [-1.569, -1.396, -4.074], [1.379, 2.641, 0.169], [0.090, -0.919, -2.720], [1.169, -0.882, -2.856], [2.446, 0.838, 1.903], [-0.116, 0.152, -2.633], [1.370, 0.641, 2.017], [0.900, -0.071, 3.155], [1.236, 1.161, -1.035], [-0.613, -1.878, -3.680], [0.759, 1.711, -0.199], [-1.647, 1.085, 0.562], [-2.412, 0.175, 2.815], [-0.444, -0.222, 3.485], [-0.169, -1.352, -1.747], [-0.123, -2.007, -4.607]],
  "nbo_charge": [-0.007, 0.217, -0.227, 0.215, -0.195, 0.214, 0.208, 0.199, 0.218, -0.629, 0.204, 0.219, 0.207, -0.232, -0.192, 0.229, -0.620, -0.639, 0.210, 0.208, -0.233, 0.210, 0.213]
}

---

2 | {
  "formula": "C9H14",
  "method": "ωB97M-V/def2-TZVPD",
  "homo_lumo_gap_ev": 9.7,
  "spin_multiplicity": 1,
  "lumo_ev": 0.962,
  "symbols": ["C", "H", "H", "H", "H", "H", "C", "C", "H", "H", "H", "C", "H", "H", "H", "C", "H", "C", "H", "C", "H", "C", "C"],
  "positions_angstrom": [[-2.525, 0.429, -1.134], [1.757, 0.399, -0.764], [3.470, -1.133, 0.774], [0.356, 1.621, 1.005], [3.991, -1.170, -0.886], [1.024, -1.025, -0.394], [-0.735, -0.586, 2.110], [3.047, -1.389, -0.261], [-2.140, 2.032, -2.396], [-0.996, -0.216, 3.083], [-2.702, -1.178, 0.183], [-1.870, 1.589, -1.503], [2.839, -2.416, -0.180], [-0.160, 2.952, -0.783], [0.300, -0.267, 2.388], [-2.250, -0.288, 0.018], [1.683, -0.780, -1.835], [-0.857, 2.088, -0.613], [-0.883, -1.682, 2.094], [-0.508, 1.360, 0.497], [-3.519, 0.149, -1.451], [1.929, -0.632, -0.846], [-1.252, 0.143, 0.894]],
  "nbo_charge": [-0.210, 0.214, 0.206, 0.201, 0.196, 0.203, -0.667, -0.606, 0.212, 0.233, 0.200, -0.219, 0.208, 0.217, 0.226, -0.226, 0.211, -0.211, 0.223, -0.212, 0.213, -0.630, 0.019]
}

---

Of them, the most stable is 1 and the least stable is 2.